No. 1
Computed, not measured: a cluster of 2 separate species, C4H15N2O in total in a non-equilibrium geometry, with wB97M-V/def2-TZVPD.

Each line ends with the natural charge from an NBO analysis.
Atoms and positions in Å:
N1 1.2916 -0.4012 -1.8734  -0.875
C1 1.5435 0.0772 -0.5186  -0.252
C2 0.2309 0.1638 0.3043  -0.226
N2 -0.8149 -0.6463 -0.3861  -0.380
C3 -1.8540 0.2245 -1.0150  -0.407
C4 -1.4208 -1.6611 0.4834  -0.422
H1 1.9037 -1.1538 -2.1579  0.400
H2 1.3449 0.3534 -2.5540  0.394
H3 -0.3172 -1.0510 -1.1999  0.468
H4 2.0202 1.0514 -0.5079  0.222
H5 2.2367 -0.5682 0.0170  0.218
H6 -0.1621 1.1617 0.4321  0.230
H7 0.4205 -0.2655 1.2748  0.239
H8 -2.3932 0.7542 -0.2412  0.229
H9 -2.5540 -0.4149 -1.5402  0.229
H10 -1.3541 0.9000 -1.7077  0.231
H11 -1.7212 -1.1963 1.4245  0.230
H12 -0.6688 -2.3899 0.7800  0.233
H13 -2.2930 -2.1433 0.0478  0.237
H14 0.8099 2.8577 2.6468  0.481
H15 1.1265 1.7742 3.6512  0.485
O1 0.8844 1.8978 2.7257  -0.962

The value obtained for the energy is -345.9131 Eh. For the relative energy (zero: lowest compared OMol25 entry of this formula, charge and spin), the calculation gives 20.46 kcal per mole. The value obtained for the molar mass is 107.177 g mol⁻¹. As for the charge: +1.

No. 2
Computed, not measured: a cluster of 2 separate species, C4H15N2O in total in a non-equilibrium geometry, with wB97M-V/def2-TZVPD.

Each line ends with the natural charge from an NBO analysis.
Atoms and positions in Å:
C1 0.8411 0.7662 -0.7937  -0.265
N1 1.0562 2.2128 -0.9187  -0.892
C2 -0.3480 0.4574 0.0999  -0.036
N2 -0.7142 1.7202 0.8791  -0.680
C3 -1.4996 -1.3418 1.4661  -0.605
C4 -0.1763 -0.6663 1.1012  -0.430
H1 1.7454 0.2525 -0.4498  0.225
H2 0.8016 0.4033 -1.7962  0.235
H3 1.9993 2.5327 -1.0005  0.397
H4 0.6398 2.5837 -1.7697  0.376
H5 -1.2214 0.2803 -0.5382  0.218
H6 0.1047 2.0177 1.3983  0.445
H7 -0.8174 2.5087 0.2355  0.459
H8 -1.5517 1.5223 1.4127  0.440
H9 -1.4076 -2.2692 1.9994  0.246
H10 -2.0609 -1.5037 0.5457  0.216
H11 -2.0875 -0.6863 2.1062  0.192
H12 0.3800 -0.3202 1.9685  0.213
H13 0.4387 -1.4085 0.6236  0.246
H14 0.9377 -2.9899 -2.9282  0.489
H15 1.6594 -3.3865 -1.5518  0.486
O1 1.2807 -2.6855 -2.0892  -0.973

The value obtained for the energy is -345.9083 Eh. For the relative energy (zero: lowest compared OMol25 entry of this formula, charge and spin), the calculation gives 23.49 kcal per mole. The value obtained for the molar mass is 107.177 g mol⁻¹. As for the charge: +1.

No. 3
Computed, not measured: a cluster of 2 separate species, C4H15N2O in total in a non-equilibrium geometry, with wB97M-V/def2-TZVPD.

Each line ends with the natural charge from an NBO analysis.
Atoms and positions in Å:
C1 -0.1719 -0.8879 0.1631  -0.321
N1 -1.0127 -1.5737 -0.7407  -0.305
C2 0.2438 0.6181 -0.2917  0.024
N2 -0.8141 1.2657 -1.1995  -0.694
C3 0.9730 2.8538 0.7631  -0.624
C4 0.4656 1.4361 0.9760  -0.441
H1 -0.6399 -0.7324 1.1389  0.278
H2 0.7210 -1.4749 0.3999  0.310
H3 -1.9447 -1.8416 -0.3981  0.442
H4 -0.5599 -2.4131 -1.1523  0.469
H5 1.0776 0.5022 -0.9858  0.250
H6 -1.5174 1.8362 -0.7200  0.464
H7 -1.2846 0.5515 -1.7537  0.440
H8 -0.3238 1.8444 -1.8885  0.471
H9 1.1455 3.2875 1.7463  0.278
H10 1.9434 2.8706 0.2451  0.240
H11 0.3091 3.4632 0.1543  0.209
H12 -0.4422 1.4565 1.5798  0.234
H13 1.2007 0.8417 1.5372  0.259
H14 0.9507 -4.6703 -0.1525  0.507
H15 -0.4072 -4.9493 0.5282  0.509
O1 0.0881 -4.2844 0.0509  -0.997

The value obtained for the energy is -345.4283 Eh. For the relative energy (zero: lowest compared OMol25 entry of this formula, charge and spin), the calculation gives 30.49 kcal per mole. The value obtained for the molar mass is 107.177 g mol⁻¹. Its expectation value of S² is 0.75. As for the spin multiplicity: 2. As for the charge: +2.

No. 4
Computed, not measured: a cluster of 3 separate species, C4H15N2O2 in total in a non-equilibrium geometry, with wB97M-V/def2-TZVPD.

Each line ends with the natural charge from an NBO analysis.
Atoms and positions in Å:
C1 0.9936 1.1184 -1.5715  -0.072
O1 0.5466 2.4103 -1.1606  -0.713
C2 0.7918 0.0412 -0.4839  -0.161
C3 0.8476 -1.4308 -0.9291  -0.411
C4 0.8274 -2.3318 0.2764  -0.211
N1 0.6529 -3.7108 -0.1471  -0.849
N2 -0.4963 0.2269 0.1030  -0.416
H1 0.5649 0.8631 -2.5536  0.170
H2 2.0403 1.2533 -1.8257  0.190
H3 -0.4090 2.4322 -1.2233  0.466
H4 1.6056 0.1282 0.2803  0.205
H5 -0.0372 -1.5266 -1.5771  0.203
H6 1.7079 -1.7012 -1.5530  0.215
H7 1.7960 -2.2590 0.8459  0.178
H8 0.0999 -2.0473 1.0564  0.181
H9 -3.7250 1.6486 -0.1555  0.003
H10 0.7027 -4.3269 0.6511  0.359
H11 -0.1533 -3.9172 -0.7146  0.362
H12 -3.4527 1.5932 0.5267  -0.004
H13 -0.5708 1.2022 0.3925  0.304
H14 -2.6835 2.9157 4.0046  0.473
H15 -2.4509 1.9197 2.8430  0.469
O2 -2.6300 2.8298 3.0411  -0.942

The value obtained for the energy is -421.2634 Eh. For the relative energy (zero: lowest compared OMol25 entry of this formula, charge and spin), the calculation gives 28.76 kcal per mole. The value obtained for the molar mass is 123.176 g mol⁻¹. Its expectation value of S² is 0.75. As for the spin multiplicity: 2.

No. 5
Computed, not measured: a cluster of 2 separate species, C4H15N2O2 in total in a non-equilibrium geometry, with wB97M-V/def2-TZVPD.

Each line ends with the natural charge from an NBO analysis.
Atoms and positions in Å:
C1 0.6509 -1.1791 1.4973  -0.072
O1 0.2023 -0.3944 2.5856  -0.702
C2 -0.1627 -0.7037 0.2599  -0.122
C3 0.5719 -0.8487 -1.1068  -0.429
C4 1.0266 0.3847 -1.8733  -0.218
N1 -0.1194 1.2951 -2.1703  -0.855
N2 -1.5033 -1.3713 0.0631  -0.669
H1 0.3571 -2.2300 1.6472  0.171
H2 1.7186 -1.1369 1.3271  0.210
H3 0.9614 0.0665 2.9200  0.489
H4 -0.4038 0.3655 0.3623  0.299
H5 -0.0418 -1.4341 -1.8101  0.190
H6 1.4470 -1.5113 -1.0410  0.238
H7 1.6046 0.0887 -2.7427  0.202
H8 1.6132 1.0835 -1.2695  0.200
H9 -2.1477 -0.7117 -0.3705  0.444
H10 -0.8734 0.9082 -2.7433  0.349
H11 0.2609 1.9928 -2.8123  0.373
H12 -1.9115 -1.7762 0.9017  0.448
H13 -1.5743 -2.1075 -0.6508  0.433
H14 -1.2125 2.7399 0.4445  0.484
H15 0.3580 2.8187 0.5192  0.487
O2 -0.4465 2.3618 0.8387  -0.951

The value obtained for the energy is -421.1188 Eh. For the relative energy (zero: lowest compared OMol25 entry of this formula, charge and spin), the calculation gives 46.85 kcal per mole. The value obtained for the molar mass is 123.176 g mol⁻¹. As for the charge: +1.

No. 6
Computed, not measured: a cluster of 2 separate species, C4H15N2OS in total in a non-equilibrium geometry, with wB97M-V/def2-TZVPD.

Each line ends with the natural charge from an NBO analysis.
Atoms and positions in Å:
C1 -0.7399 1.3989 -0.9409  -0.262
N1 -1.3222 0.7630 0.2540  -0.610
C2 -2.0807 -0.4480 -0.0301  -0.242
C3 -1.3095 -1.7287 -0.3600  -0.623
S1 -0.4472 -2.5205 0.9901  0.021
C4 0.7433 1.7201 -1.0362  -0.240
N2 1.1453 2.7734 -0.0162  -0.672
H1 -1.3382 2.2986 -1.1732  0.197
H2 -0.9030 0.7185 -1.7960  0.218
H3 -0.5047 0.5019 0.8090  0.334
H4 -2.8616 -0.2517 -0.7582  0.212
H5 -2.5813 -0.6205 0.9339  0.225
H6 -2.0681 -2.3998 -0.7994  0.268
H7 -0.8507 -1.7759 -1.3773  0.229
H8 0.6496 -1.7745 1.1345  0.107
H9 0.9877 2.1430 -2.0075  0.234
H10 1.2994 0.8057 -0.8355  0.256
H11 0.4679 3.5305 -0.0185  0.441
H12 2.0514 3.0884 -0.3440  0.451
H13 1.1105 2.3824 0.9261  0.449
H14 3.7756 -0.0955 -0.6924  0.492
H15 4.0414 0.5694 0.7050  0.491
O1 3.3533 0.2289 0.1099  -0.978

The value obtained for the energy is -744.0550 Eh. For the relative energy (zero: lowest compared OMol25 entry of this formula, charge and spin), the calculation gives 36.60 kcal per mole. The value obtained for the molar mass is 139.244 g mol⁻¹. As for the charge: +1.